ORCA calculation (the ωB97M-V functional and the def2-TZVPD basis) on a 2-piece molecular cluster, C6H14N2O overall.

Element x y z (Å)
C 0.879 1.139 -1.202
C 1.168 -0.208 -0.920
C -2.379 0.850 -0.128
C 0.628 1.622 1.701
C 0.463 -1.255 -1.391
C -1.189 0.799 0.777
N 0.947 -2.966 0.285
N 0.472 -2.522 -0.923
O -0.243 1.763 0.605
H 1.625 1.994 -1.119
H 0.107 1.248 -1.846
H 1.885 -0.533 -0.266
H -2.411 -0.194 -0.681
H -2.144 1.712 -0.858
H -3.309 0.862 0.584
H 1.599 1.824 1.347
H 0.580 0.675 2.081
H 0.282 2.449 2.532
H -0.067 -1.011 -2.221
H -1.398 0.285 1.689
H 1.840 -2.504 0.495
H 0.260 -2.717 0.993
H 0.404 -3.311 -1.533

## Properties
E_tot: -11469.4415 eV
E_HOMO (spin up / spin down): -6.6 / -5.8 eV
charge: 0
Kohn-Sham gap (spin up / spin down): 7.549 / 6.812 eV
energy above the lowest of the compared OMol25 structures with the same formula, charge and spin: 8.3286 eV
F_max: 5.14 eV/Å

Atomic partial charges in e from the Löwdin method, atoms 1 to 6: number 1, C, carries -0.02; number 2, C, carries -0.20; number 3, C, carries -0.10; number 4, C, carries -0.10; number 5, C, carries -0.16; number 6, C, carries -0.28